14 unconnected molecules or ions with the total composition C16H60N6O14. Source: OMol25; level of theory: the ωB97M-V functional and the def2-TZVPD basis.

Last column: Löwdin charge in e.
Atoms and positions in Å:
1 C 3.3394 -1.7766 -2.8793  -0.051
2 C 1.9418 -1.1012 -3.2373  -0.242
3 O 1.7542 -0.0736 -2.2774  -0.090
4 H 4.0641 -1.0665 -3.3017  0.082
5 H 3.5073 -2.7250 -3.4132  0.069
6 H 3.3910 -1.9996 -1.8191  0.048
7 H 1.1263 -1.8057 -3.2218  0.089
8 H 2.0229 -0.5990 -4.2008  0.114
9 H 1.0115 -0.3508 -1.8115  -0.002
10 C 0.1948 0.4078 0.6121  -0.013
11 C -1.1420 -0.1030 0.0134  -0.325
12 O -1.0175 -0.0854 -1.3302  -0.046
13 H 0.9595 -0.2246 0.2423  0.035
14 H 0.2147 0.3556 1.7168  0.074
15 H 0.4896 1.4437 0.4213  0.077
16 H -1.9260 0.5403 0.4129  0.086
17 H -1.3143 -1.0935 0.2105  0.055
18 H -1.5445 -0.8133 -1.6738  0.068
19 C 1.6461 3.8724 3.2166  -0.657
20 O 2.7167 3.7676 4.1221  -0.164
21 N 0.9953 4.9922 3.0351  0.157
22 N 1.0574 2.8709 2.7491  0.160
23 H 1.4573 5.8594 3.3261  0.128
24 H 0.3821 5.0342 2.1849  0.130
25 H 1.2076 1.9564 3.0776  0.053
26 H 0.1100 2.9464 2.2791  0.093
27 C -0.7544 -2.2906 2.7465  -0.669
28 O 0.5253 -2.6768 2.4363  -0.113
29 N -1.0360 -1.5172 3.7363  0.198
30 N -1.7065 -2.8681 2.1528  0.170
31 H -0.1409 -1.3752 4.2218  0.112
32 H -1.8964 -0.9752 3.9152  0.141
33 H -1.4693 -3.6155 1.5325  0.110
34 H -2.7212 -2.7263 2.3152  0.149
35 C 2.5740 -0.4635 4.5437  -0.630
36 O 1.5114 0.3409 4.1094  -0.154
37 N 3.3884 -0.0753 5.4454  0.164
38 N 2.8512 -1.5419 3.9358  0.179
39 H 3.2612 0.8411 5.9107  0.142
40 H 4.3112 -0.5224 5.7859  0.168
41 H 2.1699 -1.9276 3.2583  0.086
42 H 3.5938 -2.1524 4.1223  0.108
43 C -2.3319 2.4091 2.7471  -0.163
44 O -1.5127 2.9772 1.8205  -0.123
45 H -2.2064 2.8814 3.6836  0.084
46 H -2.1378 1.4330 2.8682  0.023
47 H -3.4281 2.4941 2.5206  0.106
48 H -1.7117 2.4770 0.9985  0.056
49 C -1.5522 -2.5239 -4.8370  -0.173
50 O -0.4247 -3.0805 -5.4473  -0.096
51 H -1.5590 -2.5974 -3.7471  0.058
52 H -2.2805 -3.1745 -5.2426  0.062
53 H -1.8607 -1.5393 -5.2326  0.087
54 H -0.2366 -3.8816 -5.0034  0.058
55 C 0.7071 -3.5297 -0.8166  -0.186
56 O 1.4797 -4.1266 -1.7596  -0.073
57 H 0.5413 -4.1515 0.0829  0.096
58 H -0.2234 -3.2586 -1.2523  0.061
59 H 1.1511 -2.6436 -0.5660  0.030
60 H 2.0447 -4.7298 -1.3069  0.081
61 C -0.9776 1.6214 -4.5241  -0.129
62 O 0.2778 2.0136 -3.9810  -0.121
63 H -1.1183 2.0752 -5.5237  0.095
64 H -1.7021 2.0617 -3.9108  0.029
65 H -1.1048 0.5145 -4.3108  0.087
66 H 0.6510 1.3231 -3.4729  0.007
67 C -4.6319 -0.1881 0.4345  -0.180
68 O -4.6045 0.3252 -0.8709  -0.094
69 H -3.6663 -0.6653 0.6475  0.049
70 H -5.4569 -0.8047 0.6444  0.066
71 H -4.7634 0.6544 1.1249  0.087
72 H -4.8366 -0.4666 -1.4070  0.074
73 C 2.7985 3.2726 -0.3312  -0.145
74 O 1.8073 4.1187 0.2525  -0.157
75 H 2.5653 2.1454 -0.4762  0.082
76 H 3.6738 3.3886 0.2958  0.075
77 H 3.1317 3.6187 -1.3127  0.075
78 H 1.5614 3.6698 1.1027  0.017
79 C 3.5018 -0.9289 0.9738  -0.133
80 O 3.9633 -0.1418 -0.1714  -0.117
81 H 2.8096 -0.3530 1.5981  0.061
82 H 4.3133 -1.3383 1.5325  0.065
83 H 2.8728 -1.7669 0.7044  0.052
84 H 3.1558 -0.1216 -0.6860  -0.001
85 C -3.3007 -2.7932 -0.9935  -0.172
86 O -3.1831 -1.9299 -2.0904  -0.137
87 H -4.2538 -2.6912 -0.3921  0.091
88 H -2.5437 -2.5394 -0.2156  0.046
89 H -3.2248 -3.8680 -1.2364  0.096
90 H -3.9829 -2.0393 -2.6574  0.127
91 C -1.4388 3.6134 -1.5735  -0.104
92 O -2.1642 2.6415 -0.7965  -0.142
93 H -2.0361 4.2359 -2.2780  0.091
94 H -0.5807 3.2020 -2.1708  0.087
95 H -1.0041 4.2998 -0.9330  0.041
96 H -2.0730 1.7228 -1.1271  0.056

Cartesian forces, eV/Å:
-1.344 0.151 -1.848
2.519 -0.589 0.209
1.339 0.831 -0.908
0.234 -0.236 0.937
-0.312 0.255 0.024
0.286 0.380 0.032
-0.349 -0.266 -0.091
-0.151 -0.367 -0.224
-2.340 -0.156 1.612
-0.961 0.003 1.205
1.982 2.712 2.396
-0.017 0.486 -3.429
0.931 -0.632 -0.176
-0.108 -0.382 -0.371
-0.541 -0.054 -0.629
-0.514 -0.161 -0.144
-0.365 -2.313 1.838
-0.294 0.229 -0.541
6.965 1.147 8.330
-4.664 0.773 -4.579
-1.130 3.882 -1.514
-3.706 -4.187 -3.711
-0.284 -0.721 -0.402
0.852 0.307 1.384
1.140 -1.318 0.769
1.221 0.205 0.805
7.712 -1.954 -0.535
-4.865 1.759 1.338
0.936 2.346 2.757
-5.341 -2.497 -3.392
-0.864 1.349 0.219
1.121 -0.764 -0.209
0.125 -0.088 -0.296
1.422 -0.026 0.159
-5.736 5.365 -3.116
3.922 -3.820 2.266
4.331 2.486 5.349
-1.521 -3.966 -3.371
-0.259 -0.868 -0.935
-2.508 0.547 -1.352
0.110 0.478 0.431
1.131 -0.454 0.695
-2.878 2.344 0.521
0.315 0.133 -1.783
0.287 0.636 1.116
0.814 -3.947 0.536
0.701 0.133 -0.158
0.405 1.109 -0.399
-0.870 -0.315 -0.429
1.473 1.837 -0.807
0.157 0.402 -0.103
-2.018 -0.546 0.285
0.959 -0.191 0.376
0.431 -1.231 0.625
-1.419 -1.040 1.176
0.632 -1.211 -2.002
0.016 0.376 -0.280
-1.238 0.025 -0.427
1.106 2.531 1.402
0.820 -0.658 0.114
1.039 -1.035 0.737
-0.278 1.409 -1.388
0.283 -1.040 0.206
-1.560 0.814 0.908
-0.025 1.026 -1.329
0.673 -1.222 0.969
1.326 1.696 0.874
-0.804 -1.199 -0.890
-0.364 -0.164 0.328
-1.084 -1.231 0.024
0.304 -0.006 -0.126
0.457 1.257 0.084
0.532 -1.029 -0.103
-0.643 -1.082 0.084
-0.060 1.852 0.547
0.440 -0.572 0.177
-0.607 0.315 0.000
0.508 0.411 -1.338
-0.617 1.084 -0.731
-0.474 -1.293 1.649
0.585 0.317 0.219
0.768 0.171 0.330
-0.062 -0.574 -0.673
-0.062 0.490 -0.915
-0.645 -0.846 2.165
-1.061 -0.113 -0.634
0.574 0.077 -0.967
-0.211 -0.198 -1.001
0.201 0.423 -0.190
1.101 0.086 0.420
0.270 -1.093 -2.009
0.023 -0.344 -0.380
-0.288 -0.856 0.434
-0.917 -0.072 0.581
0.806 1.239 1.677
0.079 1.046 -0.481

Results
F_max = 0.2123 hartree/bohr
2S+1 = 1
DFT total energy = -55163.91310 eV